1.
Formula: C26H31N2O3
Source: the Open Molecules 2025 dataset
Level of theory: ωB97M-V with the def2-TZVPD basis set

Energy above the lowest of the compared OMol25 structures with the same formula, charge and spin (kJ/mol): 32.8
HOMO (Eh): -0.3900
Multiplicity: 1
Net charge: +1
Frontier orbital gap (eV): 5.78

Element x y z (Å)
C  4.912  -1.161  3.349
C  3.847  -0.129  3.097
O  2.549  -0.677  3.385
C  1.582  0.251  3.133
C  0.230  -0.267  3.324
C  -0.846  0.536  3.144
N  -2.154  0.114  3.209
C  -3.202  1.120  3.003
C  -4.551  0.561  3.427
O  -4.787  -0.703  2.803
C  -3.828  -1.674  3.216
C  -2.422  -1.262  2.811
O  1.853  1.386  2.754
H  5.875  -0.718  3.086
H  4.966  -1.447  4.403
H  4.782  -2.057  2.735
H  4.025  0.747  3.734
H  3.887  0.194  2.048
H  0.151  -1.294  3.668
H  -0.720  1.616  3.027
H  -2.956  2.006  3.597
H  -3.262  1.402  1.935
H  -4.570  0.482  4.531
H  -5.362  1.201  3.053
H  -3.848  -1.833  4.311
H  -4.111  -2.589  2.679
H  -2.332  -1.369  1.711
H  -1.692  -1.911  3.295
C  5.017  -0.749  -1.367
N  3.632  -0.434  -1.661
C  2.614  -0.583  -0.771
C  1.382  -0.249  -1.393
C  0.113  -0.395  -0.829
C  -1.119  0.066  -1.407
C  -1.263  1.341  -2.025
C  -2.445  1.698  -2.660
C  -3.520  0.803  -2.715
C  -4.754  1.165  -3.480
C  -3.421  -0.428  -2.054
C  -2.260  -0.782  -1.386
C  1.728  0.141  -2.768
C  0.981  0.452  -3.893
C  1.637  0.732  -5.101
C  3.034  0.651  -5.196
C  3.808  0.271  -4.082
C  3.136  0.026  -2.889
H  5.622  -0.550  -2.253
H  5.387  -0.140  -0.530
H  5.135  -1.803  -1.079
H  2.781  -0.951  0.239
H  0.056  -0.980  0.095
H  -0.414  2.030  -2.030
H  -2.536  2.668  -3.156
H  -5.516  0.388  -3.374
H  -5.183  2.113  -3.135
H  -4.547  1.288  -4.550
H  -4.273  -1.111  -2.073
H  -2.174  -1.747  -0.881
H  -0.103  0.477  -3.826
H  1.042  1.014  -5.969
H  3.517  0.881  -6.145
H  4.890  0.174  -4.122

***

2.
Formula: C26H31N3O3S
Source: the Open Molecules 2025 dataset
Level of theory: ωB97M-V with the def2-TZVPD basis set

Energy above the lowest of the compared OMol25 structures with the same formula, charge and spin (kJ/mol): 0.0
HOMO (Eh): -0.3017
Multiplicity: 1
Frontier orbital gap (eV): 8.59

Element x y z (Å)
C  -5.405  -5.582  -1.803
C  -5.092  -4.341  -1.022
C  -6.044  -3.776  -0.181
C  -5.755  -2.645  0.557
C  -4.505  -2.045  0.471
C  -4.208  -0.813  1.285
N  -5.274  0.164  1.135
C  -5.373  0.718  -0.202
C  -4.284  1.749  -0.524
C  -4.292  2.868  0.518
C  -3.198  3.909  0.233
N  -1.872  3.343  0.234
C  -1.156  3.153  -0.900
O  -1.531  3.537  -1.991
C  0.151  2.460  -0.702
C  0.352  1.476  0.261
C  1.575  0.847  0.391
C  2.630  1.200  -0.448
N  3.889  0.615  -0.362
C  4.345  -0.322  0.516
O  3.696  -0.832  1.409
C  5.771  -0.679  0.278
C  6.348  -1.604  1.059
S  8.012  -2.091  1.006
C  8.600  -0.800  -0.138
C  7.570  -0.592  -1.239
O  6.379  -0.008  -0.761
C  2.427  2.173  -1.429
C  1.200  2.785  -1.557
C  -4.161  2.259  1.915
C  -5.269  1.217  2.127
C  -3.555  -2.603  -0.370
C  -3.844  -3.739  -1.105
H  -6.427  -5.555  -2.177
H  -4.725  -5.695  -2.644
H  -5.306  -6.460  -1.165
H  -7.022  -4.230  -0.106
H  -6.501  -2.205  1.201
H  -4.169  -1.092  2.344
H  -3.215  -0.426  1.005
H  -5.337  -0.106  -0.917
H  -6.355  1.197  -0.282
H  -3.307  1.262  -0.535
H  -4.452  2.162  -1.520
H  -5.255  3.389  0.461
H  -3.348  4.334  -0.763
H  -3.249  4.712  0.977
H  -1.493  3.039  1.115
H  -0.456  1.165  0.908
H  1.723  0.083  1.135
H  4.570  0.939  -1.038
H  5.756  -2.089  1.816
H  9.548  -1.140  -0.547
H  8.745  0.120  0.429
H  7.950  0.106  -1.989
H  7.348  -1.554  -1.720
H  3.239  2.440  -2.091
H  1.031  3.530  -2.320
H  -4.238  3.036  2.679
H  -3.191  1.770  2.025
H  -5.177  0.764  3.118
H  -6.242  1.717  2.073
H  -2.577  -2.147  -0.456
H  -3.090  -4.160  -1.756

***

3.
Formula: C26H32AlClO4
Source: the Open Molecules 2025 dataset
Level of theory: ωB97M-V with the def2-TZVPD basis set

Energy above the lowest of the compared OMol25 structures with the same formula, charge and spin (kJ/mol): 48.2
HOMO (Eh): -0.2861
Multiplicity: 1
Frontier orbital gap (eV): 8.02

Element x y z (Å)
O  -0.285  -0.569  -3.820
C  -0.794  0.664  -4.512
C  -0.582  0.145  -5.905
H  -0.248  1.529  -4.163
H  -1.864  0.809  -4.374
C  -0.149  -1.151  -5.186
H  0.177  0.705  -6.448
H  -1.495  -0.027  -6.459
C  1.241  -1.595  -5.607
H  2.008  -0.891  -5.265
H  1.276  -1.719  -6.708
H  1.449  -2.577  -5.178
C  -1.171  -2.266  -5.395
H  -2.193  -1.866  -5.359
H  -1.106  -3.011  -4.593
H  -1.008  -2.781  -6.367
Al  -0.268  -0.678  -1.204
C  -2.545  -1.537  -0.873
C  -2.145  -0.270  -0.315
C  -2.034  0.653  -1.459
H  -2.268  0.053  0.716
C  -2.783  0.047  -2.517
C  -3.048  -1.284  -2.161
H  -3.627  -1.986  -2.778
H  -2.658  -2.466  -0.300
H  -1.794  1.706  -1.395
H  -3.242  0.577  -3.353
C  0.792  -2.248  -0.228
C  0.106  -3.196  -1.077
C  0.588  -3.080  -2.402
H  -0.599  -3.934  -0.694
C  1.573  -2.053  -2.432
C  1.708  -1.542  -1.108
H  2.545  -0.906  -0.770
H  0.889  -2.329  0.862
H  0.399  -3.795  -3.205
H  2.260  -1.813  -3.255
O  0.737  3.591  -3.607
C  1.586  3.441  -4.788
C  2.747  4.458  -4.608
H  0.977  3.585  -5.697
H  1.993  2.393  -4.779
C  2.646  4.781  -3.076
H  2.532  5.346  -5.222
H  3.713  4.011  -4.883
C  1.781  3.633  -2.562
H  2.063  5.708  -3.030
H  3.597  4.908  -2.574
H  1.393  3.730  -1.551
H  2.363  2.679  -2.604
Cl  3.030  4.752  4.650
C  2.433  3.497  3.657
C  1.681  2.451  4.242
C  1.011  1.574  3.376
C  1.206  1.626  1.990
C  2.107  2.569  1.457
C  2.698  3.537  2.279
C  0.435  0.664  1.102
O  -0.318  -0.148  1.667
O  0.590  0.759  -0.213
H  1.616  2.357  5.331
H  0.302  0.864  3.796
H  2.297  2.515  0.388
H  3.325  4.324  1.849

***

4.
Formula: C26H32BrF6N7O2PPbS3SbSe
Source: the Open Molecules 2025 dataset
Level of theory: ωB97M-V with the def2-TZVPD basis set

⟨S²⟩: 0.766
Energy above the lowest of the compared OMol25 structures with the same formula, charge and spin (kJ/mol): 109.4
HOMO (spin up / spin down) (Eh): -0.1236 / -0.1236
Multiplicity: 2
Net charge: -1
Frontier orbital gap (spin up / spin down) (eV): 4.54 / 2.34

Element x y z (Å)
Pb  -2.452  0.313  -0.942
O  3.401  2.477  -4.419
C  2.279  2.072  -3.769
C  2.037  0.759  -3.383
C  1.069  0.508  -2.435
N  0.198  1.461  -2.051
C  0.311  2.633  -2.566
Br  -1.272  3.691  -2.648
C  1.388  3.064  -3.358
H  3.909  1.690  -4.720
H  2.686  -0.071  -3.663
H  1.006  -0.485  -1.963
H  1.294  4.074  -3.805
S  -4.771  1.363  -2.688
C  -4.876  2.795  -1.787
C  -4.969  4.085  -2.450
N  -4.891  5.198  -2.859
C  -4.986  2.726  -0.332
S  -5.003  1.331  0.634
C  -4.745  3.902  0.471
N  -4.790  4.941  0.972
S  -2.777  -2.120  0.480
C  -1.453  -3.192  0.199
N  -1.673  -4.209  -0.780
C  -0.701  -5.111  -1.125
C  0.490  -5.132  -0.438
C  0.589  -4.330  0.696
C  -0.391  -3.424  1.068
H  -2.276  -3.899  -1.553
H  -0.937  -5.866  -1.911
H  1.278  -5.789  -0.775
H  1.436  -4.461  1.408
H  -0.268  -2.873  2.014
Se  5.583  -1.337  0.823
C  5.295  -2.863  -0.203
C  6.141  -3.960  -0.191
C  5.905  -5.056  -1.027
C  4.848  -5.000  -1.902
C  4.035  -3.829  -1.964
C  4.247  -2.753  -1.153
H  6.934  -3.983  0.540
H  6.515  -5.927  -0.968
H  4.642  -5.893  -2.550
H  3.170  -3.850  -2.615
H  3.518  -1.937  -1.073
F  -0.630  -2.030  -2.220
Sb  -1.448  -2.146  -3.969
F  -2.770  -3.363  -3.083
F  -0.242  -3.628  -4.364
F  -2.344  -2.341  -5.666
F  -0.184  -0.972  -4.687
F  -2.726  -0.751  -3.438
C  -1.339  4.532  1.962
N  -1.619  3.332  2.701
C  -2.916  3.345  3.465
P  -0.850  1.806  2.386
O  -1.424  1.179  1.155
N  0.750  2.265  2.323
C  1.552  1.818  1.195
C  1.372  3.040  3.369
N  -1.133  0.831  3.756
C  -1.635  -0.542  3.639
C  -0.944  1.244  5.177
H  -1.111  5.395  2.554
H  -2.347  4.846  1.467
H  -0.575  4.396  1.201
H  -3.588  2.598  2.978
H  -3.395  4.295  3.266
H  -2.728  3.015  4.552
H  0.848  1.457  0.404
H  2.224  1.023  1.442
H  2.040  2.691  0.736
H  2.327  2.648  3.616
H  0.734  2.896  4.238
H  1.297  4.141  3.175
H  -1.191  -1.115  4.512
H  -1.404  -1.054  2.719
H  -2.718  -0.474  3.773
H  -0.973  2.288  5.192
H  -0.032  0.795  5.540
H  -1.847  0.811  5.693

***

5.
Formula: C26H32Cl9GaN3O4PSiTe
Source: the Open Molecules 2025 dataset
Level of theory: ωB97M-V with the def2-TZVPD basis set

Energy above the lowest of the compared OMol25 structures with the same formula, charge and spin (kJ/mol): 29.3
HOMO (Eh): -0.2815
Multiplicity: 1
Frontier orbital gap (eV): 7.90

Element x y z (Å)
Ga  0.368  0.575  -0.394
Cl  -2.144  2.334  -1.147
C  -2.334  1.386  0.302
C  -1.275  0.591  0.737
C  -1.513  -0.223  1.835
Cl  -0.273  -1.296  2.342
C  -2.728  -0.209  2.517
Cl  -2.969  -1.220  3.885
C  -3.750  0.628  2.081
Cl  -5.250  0.666  2.915
C  -3.563  1.424  0.956
Cl  -4.837  2.422  0.378
C  1.798  7.230  -4.668
C  2.259  6.009  -3.859
C  3.646  5.591  -4.370
C  1.300  4.851  -4.170
C  2.347  6.407  -2.346
O  3.374  7.400  -2.202
C  1.079  7.018  -1.712
C  -0.286  6.361  -1.898
C  -1.327  6.804  -0.891
C  -2.535  6.110  -0.835
C  -3.527  6.452  0.068
C  -3.313  7.514  0.933
Cl  -4.547  7.950  2.077
C  -2.131  8.226  0.895
C  -1.145  7.866  -0.015
C  2.943  5.311  -1.429
N  2.025  4.313  -0.898
C  1.879  3.049  -1.258
N  0.944  2.492  -0.506
C  0.569  3.485  0.354
N  1.204  4.602  0.140
H  1.645  6.937  -5.708
H  2.544  8.028  -4.673
H  0.855  7.635  -4.299
H  3.635  5.566  -5.460
H  3.917  4.586  -4.036
H  4.422  6.283  -4.049
H  1.452  4.551  -5.209
H  0.253  5.118  -4.062
H  1.492  3.969  -3.561
H  3.104  8.189  -2.684
H  1.017  8.055  -2.057
H  1.298  7.077  -0.644
H  -0.212  5.274  -1.830
H  -0.670  6.569  -2.900
H  -2.703  5.273  -1.503
H  -4.454  5.898  0.109
H  -1.977  9.052  1.576
H  -0.225  8.435  -0.023
H  3.360  5.825  -0.566
H  3.750  4.777  -1.925
H  2.452  2.556  -2.026
H  -0.167  3.353  1.128
Cl  -1.986  -0.755  -2.913
Si  0.004  -0.436  -2.527
Cl  0.742  0.702  -4.102
Cl  0.933  -2.259  -2.642
C  4.624  -2.872  3.025
C  4.552  -1.413  2.650
O  3.503  -1.263  1.673
P  3.189  0.174  1.057
O  1.991  -0.150  0.143
Te  2.973  1.904  2.599
O  4.414  0.466  0.067
C  4.739  -0.516  -0.945
C  4.460  0.051  -2.318
H  5.393  -3.019  3.785
H  4.870  -3.486  2.159
H  3.670  -3.207  3.429
H  5.493  -1.063  2.216
H  4.318  -0.783  3.510
H  4.168  -1.430  -0.780
H  5.798  -0.744  -0.819
H  3.392  0.235  -2.446
H  4.760  -0.662  -3.087
H  5.013  0.978  -2.470

***

6.
Formula: C26H32CuN7OS3Si
Source: the Open Molecules 2025 dataset
Level of theory: ωB97M-V with the def2-TZVPD basis set

⟨S²⟩: 0.782
Energy above the lowest of the compared OMol25 structures with the same formula, charge and spin (kJ/mol): 39.2
HOMO (spin up / spin down) (Eh): -0.1694 / -0.1744
Multiplicity: 2
Net charge: -1
Frontier orbital gap (spin up / spin down) (eV): 7.11 / 5.80

Element x y z (Å)
Cu  1.111  -1.256  -1.081
C  -5.124  -0.098  0.030
Si  -4.335  0.056  -1.672
C  -4.561  -1.551  -2.601
C  -5.273  1.375  -2.641
C  -2.577  0.679  -1.418
C  -2.424  2.041  -1.201
C  -1.180  2.610  -0.934
C  -0.097  1.756  -0.888
N  -0.203  0.443  -1.074
C  -1.406  -0.124  -1.340
S  -1.378  -1.831  -1.544
H  -6.177  -0.380  -0.038
H  -5.057  0.843  0.578
H  -4.605  -0.861  0.613
H  -5.630  -1.690  -2.789
H  -4.178  -2.395  -2.032
H  -4.036  -1.541  -3.557
H  -6.301  1.050  -2.816
H  -4.804  1.538  -3.614
H  -5.315  2.336  -2.127
H  -3.292  2.691  -1.239
H  -1.057  3.672  -0.776
H  0.906  2.122  -0.686
S  4.889  -1.840  0.332
C  5.290  -0.758  -0.868
C  6.274  -1.167  -1.838
N  7.055  -1.508  -2.612
C  4.734  0.541  -1.034
S  3.591  1.262  -0.047
C  5.172  1.287  -2.182
N  5.509  1.903  -3.097
C  -1.752  0.620  2.439
C  -0.411  1.321  2.608
N  0.294  1.004  3.853
C  0.332  2.041  4.874
C  -1.021  2.280  5.529
C  0.769  -0.225  4.181
O  1.151  -0.507  5.309
C  0.803  -1.269  3.105
C  0.323  -2.537  3.404
C  0.320  -3.502  2.415
C  0.775  -3.160  1.153
N  1.273  -1.957  0.867
C  1.318  -1.043  1.837
H  -2.197  0.914  1.489
H  -2.441  0.874  3.246
H  -1.629  -0.463  2.418
H  -0.557  2.402  2.613
H  0.218  1.116  1.744
H  0.697  2.960  4.406
H  1.058  1.731  5.622
H  -1.766  2.608  4.802
H  -0.940  3.052  6.295
H  -1.381  1.365  6.000
H  -0.039  -2.745  4.402
H  -0.050  -4.500  2.603
H  0.726  -3.860  0.329
H  1.802  -0.110  1.575
C  2.283  0.922  -3.489
C  2.793  -0.471  -3.443
N  2.359  -1.435  -2.660
C  3.086  -2.561  -2.976
C  3.980  -2.266  -3.954
N  3.773  -0.940  -4.250
H  2.273  1.342  -2.484
H  1.264  0.938  -3.877
H  2.923  1.545  -4.112
H  2.945  -3.489  -2.452
H  4.759  -2.842  -4.416
H  4.368  -0.354  -4.812

***

DFT total energy for the records above, in order: -1344.3245, -1797.5695, -2013.4286, -9087.5782, -8440.9117, -4593.2027 Eh